# 1
{
  "formula": "C5H14S",
  "method": "the ωB97M-V functional and the def2-TZVPD basis",
  "multiplicity": 1,
  "homo_energy_ev": -8.40,
  "total_energy_ha": -597.04783,
  "charge": 0,
  "orbital_gap_ha": 0.3455,
  "smiles": "CCC.CSC",
  "elements": ["C", "C", "C", "H", "H", "H", "H", "H", "H", "H", "H", "C", "S", "C", "H", "H", "H", "H", "H", "H"],
  "xyz": [[0.293, 2.797, 0.605], [0.358, 1.279, 0.348], [1.816, 0.968, -0.066], [-0.605, 3.292, 0.209], [0.269, 3.008, 1.684], [1.133, 3.401, 0.181], [0.123, 0.850, 1.314], [-0.343, 1.000, -0.440], [1.980, -0.024, -0.484], [2.657, 1.141, 0.624], [2.085, 1.700, -0.850], [-2.438, -2.115, -0.291], [-1.074, -1.722, 0.798], [0.272, -2.230, -0.367], [-2.506, -1.395, -1.121], [-2.266, -3.091, -0.730], [-3.372, -1.921, 0.241], [0.090, -1.651, -1.258], [0.260, -3.311, -0.398], [1.269, -1.974, 0.001]],
  "nbo_charge": [-0.613, -0.410, -0.613, 0.206, 0.204, 0.198, 0.214, 0.204, 0.198, 0.210, 0.198, -0.755, 0.169, -0.731, 0.205, 0.216, 0.236, 0.216, 0.219, 0.229]
}


# 2
{
  "formula": "C5H14S",
  "method": "the ωB97M-V functional and the def2-TZVPD basis",
  "multiplicity": 1,
  "homo_energy_ev": -8.53,
  "total_energy_ha": -597.06002,
  "charge": 0,
  "orbital_gap_ha": 0.3506,
  "smiles": "CCC.CSC",
  "elements": ["C", "C", "C", "H", "H", "H", "H", "H", "H", "H", "H", "C", "S", "C", "H", "H", "H", "H", "H", "H"],
  "xyz": [[-2.316, 0.026, 1.229], [-1.954, 0.438, -0.225], [-3.114, 0.686, -1.162], [-1.407, 0.195, 1.798], [-3.079, 0.699, 1.625], [-2.736, -0.976, 1.197], [-1.418, 1.390, -0.154], [-1.311, -0.346, -0.619], [-2.815, 1.185, -2.092], [-3.922, 1.313, -0.780], [-3.583, -0.227, -1.549], [2.552, -1.569, 0.372], [1.484, -0.138, 0.512], [1.971, 0.710, -1.021], [2.474, -2.132, -0.565], [3.619, -1.372, 0.499], [2.308, -2.350, 1.096], [1.387, 1.620, -0.983], [1.767, 0.066, -1.878], [3.056, 0.817, -1.043]],
  "nbo_charge": [-0.605, -0.395, -0.614, 0.216, 0.195, 0.202, 0.185, 0.205, 0.205, 0.201, 0.199, -0.772, 0.195, -0.731, 0.212, 0.211, 0.234, 0.231, 0.211, 0.214]
}


# 3
{
  "formula": "C5H14S",
  "method": "the ωB97M-V functional and the def2-TZVPD basis",
  "multiplicity": 1,
  "homo_energy_ev": -8.44,
  "total_energy_ha": -596.94801,
  "charge": 0,
  "orbital_gap_ha": 0.3414,
  "smiles": "CCC.CSC",
  "elements": ["C", "C", "C", "H", "H", "H", "H", "H", "H", "H", "H", "C", "S", "C", "H", "H", "H", "H", "H", "H"],
  "xyz": [[2.326, 0.300, -0.035], [3.313, 1.002, -1.088], [2.422, 1.648, -2.093], [1.340, 1.076, 0.178], [2.669, 0.230, 0.842], [1.893, -0.675, -0.420], [3.989, 1.722, -0.694], [4.021, 0.367, -1.509], [1.737, 0.994, -2.694], [2.095, 2.619, -1.840], [2.957, 2.001, -2.786], [-3.720, 0.010, 1.709], [-3.683, -1.612, 2.423], [-2.718, -2.542, 1.016], [-3.068, 0.598, 2.280], [-3.424, -0.072, 0.546], [-4.700, 0.460, 2.007], [-1.668, -2.529, 1.110], [-2.753, -1.963, 0.201], [-3.028, -3.633, 0.845]],
  "nbo_charge": [-0.552, -0.406, -0.607, 0.178, 0.176, 0.204, 0.199, 0.197, 0.202, 0.210, 0.199, -0.761, 0.147, -0.679, 0.211, 0.228, 0.229, 0.204, 0.194, 0.226]
}


# 4
{
  "formula": "C5H14S",
  "method": "the ωB97M-V functional and the def2-TZVPD basis",
  "multiplicity": 1,
  "homo_energy_ev": -8.43,
  "total_energy_ha": -597.04805,
  "charge": 0,
  "orbital_gap_ha": 0.3489,
  "smiles": "CCC.CSC",
  "elements": ["C", "C", "C", "H", "H", "H", "H", "H", "H", "H", "H", "C", "S", "C", "H", "H", "H", "H", "H", "H"],
  "xyz": [[1.193, -1.884, 0.429], [1.637, -1.713, -1.027], [2.934, -2.438, -1.409], [0.709, -0.979, 0.830], [2.053, -1.894, 1.112], [0.476, -2.679, 0.604], [0.833, -2.118, -1.648], [1.616, -0.642, -1.227], [2.772, -3.375, -1.930], [3.737, -1.827, -1.816], [3.395, -2.666, -0.457], [-3.525, 2.477, 1.584], [-2.519, 1.387, 0.526], [-1.189, 2.436, -0.139], [-2.971, 3.239, 2.121], [-4.290, 2.890, 0.930], [-4.011, 1.806, 2.292], [-1.367, 2.632, -1.195], [-0.237, 1.958, 0.070], [-1.246, 3.392, 0.350]],
  "nbo_charge": [-0.613, -0.411, -0.621, 0.208, 0.199, 0.210, 0.199, 0.200, 0.211, 0.214, 0.202, -0.734, 0.150, -0.735, 0.218, 0.213, 0.229, 0.218, 0.224, 0.218]
}


# 5
{
  "formula": "C5H14S",
  "method": "the ωB97M-V functional and the def2-TZVPD basis",
  "multiplicity": 1,
  "homo_energy_ev": -8.42,
  "total_energy_ha": -597.01522,
  "charge": 0,
  "orbital_gap_ha": 0.3461,
  "smiles": "CCC.CSC",
  "elements": ["C", "C", "C", "H", "H", "H", "H", "H", "H", "H", "H", "C", "S", "C", "H", "H", "H", "H", "H", "H"],
  "xyz": [[0.647, -0.730, 2.176], [0.183, 0.555, 1.506], [1.344, 1.170, 0.693], [1.471, -1.131, 1.468], [-0.099, -1.519, 2.518], [1.029, -0.560, 3.185], [-0.076, 1.176, 2.369], [-0.533, 0.379, 0.762], [1.430, 2.321, 0.727], [2.304, 0.983, 1.119], [1.561, 0.629, -0.350], [-0.147, -1.453, -1.750], [-1.904, -1.004, -1.846], [-1.880, 0.807, -1.822], [0.188, -1.292, -0.705], [0.351, -1.233, -2.672], [-0.156, -2.546, -1.814], [-2.449, 1.087, -0.932], [-0.815, 1.215, -1.940], [-2.448, 1.144, -2.692]],
  "nbo_charge": [-0.619, -0.430, -0.630, 0.199, 0.218, 0.209, 0.211, 0.207, 0.222, 0.204, 0.208, -0.765, 0.158, -0.762, 0.229, 0.229, 0.232, 0.224, 0.234, 0.222]
}


# 6
{
  "formula": "C5H14S",
  "method": "the ωB97M-V functional and the def2-TZVPD basis",
  "multiplicity": 1,
  "homo_energy_ev": -8.40,
  "total_energy_ha": -597.06003,
  "charge": 0,
  "orbital_gap_ha": 0.3438,
  "smiles": "CCSC.CC",
  "elements": ["C", "C", "S", "C", "H", "H", "H", "H", "H", "H", "H", "H", "C", "C", "H", "H", "H", "H", "H", "H"],
  "xyz": [[0.428, 1.199, 1.417], [1.838, 0.884, 0.882], [2.007, -0.676, -0.018], [1.513, -2.067, 1.021], [-0.155, 1.781, 0.711], [0.571, 1.759, 2.340], [-0.083, 0.277, 1.694], [2.168, 1.633, 0.165], [2.562, 0.894, 1.701], [0.429, -2.123, 1.071], [1.855, -2.912, 0.414], [1.926, -2.129, 2.029], [-1.314, -0.157, -2.080], [-2.456, 0.520, -1.290], [-1.221, -1.181, -1.726], [-1.431, -0.190, -3.167], [-0.382, 0.391, -1.928], [-2.117, 1.343, -0.660], [-2.933, -0.184, -0.614], [-3.204, 0.937, -1.962]],
  "nbo_charge": [-0.619, -0.529, 0.178, -0.754, 0.212, 0.209, 0.209, 0.228, 0.206, 0.209, 0.236, 0.217, -0.617, -0.614, 0.205, 0.204, 0.211, 0.200, 0.202, 0.205]
}


# 7
{
  "formula": "C5H14S",
  "method": "the ωB97M-V functional and the def2-TZVPD basis",
  "multiplicity": 1,
  "homo_energy_ev": -8.37,
  "total_energy_ha": -597.00715,
  "charge": 0,
  "orbital_gap_ha": 0.3409,
  "smiles": "CCSC.CC",
  "elements": ["C", "C", "S", "C", "H", "H", "H", "H", "H", "H", "H", "H", "C", "C", "H", "H", "H", "H", "H", "H"],
  "xyz": [[-0.777, -2.264, 1.800], [0.459, -2.020, 0.900], [0.153, -2.723, -0.824], [-0.719, -1.407, -1.779], [-1.715, -1.721, 1.638], [-0.376, -2.120, 2.868], [-0.937, -3.332, 2.125], [0.751, -0.889, 0.614], [1.232, -2.578, 1.359], [-0.358, -0.465, -1.449], [-0.525, -1.355, -2.848], [-1.834, -1.434, -1.662], [0.691, 3.514, -0.006], [0.473, 2.065, -0.661], [1.636, 3.632, 0.576], [0.757, 4.211, -0.816], [-0.168, 3.601, 0.615], [0.599, 1.908, -1.763], [-0.567, 2.015, -0.453], [1.224, 1.362, -0.232]],
  "nbo_charge": [-0.650, -0.494, 0.127, -0.744, 0.223, 0.206, 0.227, 0.225, 0.221, 0.215, 0.232, 0.211, -0.605, -0.634, 0.204, 0.208, 0.202, 0.206, 0.210, 0.210]
}


# 8
{
  "formula": "C5H14S",
  "method": "the ωB97M-V functional and the def2-TZVPD basis",
  "multiplicity": 1,
  "homo_energy_ev": -8.59,
  "total_energy_ha": -597.02858,
  "charge": 0,
  "orbital_gap_ha": 0.3493,
  "smiles": "CCSC.CC",
  "elements": ["C", "C", "S", "C", "H", "H", "H", "H", "H", "H", "H", "H", "C", "C", "H", "H", "H", "H", "H", "H"],
  "xyz": [[-0.669, -2.123, 1.894], [0.459, -1.974, 0.816], [0.242, -2.711, -0.781], [-0.770, -1.470, -1.700], [-1.597, -1.890, 1.374], [-0.647, -1.423, 2.760], [-0.679, -3.197, 1.998], [0.860, -0.937, 0.982], [1.255, -2.668, 1.132], [-0.306, -0.503, -1.504], [-0.528, -1.829, -2.689], [-1.856, -1.499, -1.493], [0.638, 3.491, 0.006], [0.549, 2.057, -0.693], [1.563, 3.734, 0.442], [0.413, 4.161, -0.843], [-0.160, 3.642, 0.739], [0.694, 2.125, -1.777], [-0.499, 1.654, -0.648], [1.038, 1.360, -0.013]],
  "nbo_charge": [-0.630, -0.567, 0.211, -0.735, 0.201, 0.219, 0.216, 0.210, 0.215, 0.220, 0.225, 0.216, -0.608, -0.632, 0.204, 0.201, 0.204, 0.219, 0.199, 0.212]
}


# 9
{
  "formula": "C5H14SSi",
  "method": "the ωB97M-V functional and the def2-TZVPD basis",
  "multiplicity": 1,
  "homo_energy_ev": [-7.72, -7.57],
  "total_energy_ha": -886.47091,
  "charge": 0,
  "orbital_gap_ha": [0.2963, 0.2940],
  "elements": ["C", "C", "C", "C", "C", "Si", "S", "H", "H", "H", "H", "H", "H", "H", "H", "H", "H", "H", "H", "H", "H"],
  "xyz": [[0.344, -1.992, 1.859], [-1.839, -0.144, -0.457], [-0.053, 2.056, -1.298], [1.030, -0.870, -1.464], [0.911, 0.267, 1.225], [-0.012, 0.415, -0.431], [0.505, 1.378, 2.559], [0.756, -2.145, 2.791], [0.890, -2.261, 1.004], [-0.712, -1.802, 1.743], [-2.253, -0.713, 0.387], [-2.394, 0.890, -0.577], [-1.952, -0.643, -1.411], [-0.375, 1.840, -2.333], [-0.777, 2.817, -0.853], [1.010, 2.588, -1.464], [0.759, -1.023, -2.477], [2.094, -0.529, -1.540], [0.878, -1.829, -1.017], [1.941, 0.156, 1.375], [-0.750, 1.543, 2.382]],
  "nbo_charge": [-0.530, -1.107, -1.154, -1.082, -0.801, 1.623, 0.034, 0.186, 0.185, 0.189, 0.243, 0.233, 0.243, 0.246, 0.247, 0.251, 0.229, 0.233, 0.226, 0.213, 0.095]
}


# 10
{
  "formula": "C5H15BrN3O2Y",
  "method": "the ωB97M-V functional and the def2-TZVPD basis",
  "multiplicity": 1,
  "homo_energy_ev": -13.99,
  "total_energy_ha": -3126.04271,
  "charge": 2,
  "orbital_gap_ha": 0.1440,
  "elements": ["Y", "Br", "C", "O", "N", "N", "H", "H", "H", "H", "C", "C", "C", "O", "C", "N", "H", "H", "H", "H", "H", "H", "H", "H", "H", "H", "H"],
  "xyz": [[-12.362, 27.628, 19.149], [-14.102, 26.280, 20.786], [-12.036, 29.572, 22.014], [-12.192, 29.278, 20.757], [-13.072, 29.418, 22.849], [-10.848, 29.987, 22.475], [-13.062, 29.639, 23.832], [-13.946, 29.100, 22.461], [-10.105, 30.116, 21.809], [-10.748, 30.291, 23.430], [-10.310, 22.379, 23.232], [-11.274, 22.537, 22.070], [-12.449, 21.603, 22.264], [-13.398, 21.869, 21.250], [-14.334, 20.823, 21.064], [-11.701, 23.947, 21.904], [-9.405, 22.979, 23.100], [-9.946, 21.351, 23.288], [-10.727, 22.666, 24.199], [-10.751, 22.202, 21.170], [-12.912, 21.710, 23.256], [-12.053, 20.582, 22.175], [-13.842, 19.846, 21.032], [-14.792, 20.970, 20.088], [-15.098, 20.814, 21.846], [-12.649, 23.906, 21.523], [-11.881, 24.355, 22.822]],
  "mulliken_charge": [1.752, -0.196, 0.848, -0.708, -0.321, -0.340, 0.217, 0.214, 0.234, 0.221, -1.504, 0.392, -0.756, -0.301, -0.745, -0.550, 0.372, 0.407, 0.379, 0.183, 0.318, 0.440, 0.309, 0.249, 0.303, 0.286, 0.297]
}